C2H3NS in the gas phase. Source: the Open Molecules 2025 dataset; level of theory: wB97M-V/def2-TZVPD.

Structure (ORCA input):
```
! RIJCOSX wB97M-V def2-TZVPD def2/J DEFGRID3
* xyz 0 1
C -1.2501 -0.7711 1.0326
C 0.6385 0.4280 -0.5089
N -1.4133 -0.6694 2.1563
S -0.6119 -0.8815 -0.8564
H 1.1859 0.1696 -1.4248
H 1.2648 0.2164 0.3096
H 0.1861 1.5080 -0.7083
*
```

## Properties
**HOMO energy**: -0.374 Ha
**Frontier orbital gap**: 0.365 Ha
**LUMO energy**: -0.2 eV
**Structure (SMILES)**: CSC#N



2 unconnected molecules or ions with the total composition C2H3NS. Source: the Open Molecules 2025 dataset; level of theory: wB97M-V/def2-TZVPD.

Structure (ORCA input):
```
! RIJCOSX wB97M-V def2-TZVPD def2/J DEFGRID3
* xyz 0 1
C 1.3531 -1.1711 -0.0319
C 1.3591 0.0277 0.0662
N -1.3289 0.8496 -0.1048
S -2.2451 -0.3018 0.2166
H 0.9696 -2.1490 -0.0839
H 1.7239 1.0084 0.1560
H -1.8317 1.7363 -0.2181
*
```

## Properties
**HOMO energy (alpha / beta)**: -0.313 / -0.313 Ha
**Frontier orbital gap (alpha / beta)**: 0.272 / 0.272 Ha
**LUMO energy (alpha / beta)**: -1.1 / -1.1 eV
**Structure (SMILES)**: C#C.N=S



C2H3NS in the gas phase. Source: the Open Molecules 2025 dataset; level of theory: wB97M-V/def2-TZVPD.

Structure (ORCA input):
```
! RIJCOSX wB97M-V def2-TZVPD def2/J DEFGRID3
* xyz 0 1
C -1.4752 -0.3141 0.0017
C -0.3660 -0.3883 0.8906
N -2.3918 -0.4071 -0.6673
S 1.3235 -0.8348 -0.1056
H -0.4471 -1.0013 1.7052
H -0.1210 0.6597 0.9846
H 1.9193 0.2000 0.4791
*
```

## Properties
**HOMO energy**: -0.370 Ha
**Frontier orbital gap**: 0.377 Ha
**LUMO energy**: 0.2 eV
**Structure (SMILES)**: N#CCS



So what do the calculations give for energy relative to the best compared isomer or geometry (same formula, charge and spin)? Going down the list: 33.6 93.7 18.6 kcal/mol.
So what do the calculations give for maximum force? Going down the list: 5.15 2.26 5.10 eV Å⁻¹.